# 1
Computed, not measured: C10H14Cl3FeN2OTe4 as an isolated structure, with ωB97M-V/def2-TZVPD.

Calculated values
spin multiplicity	5
gap between HOMO and LUMO (spin up / spin down)	5.8 / 5.8	eV
total charge	-1
energy above the lowest of the compared OMol25 structures with the same formula, charge and spin	20.5	kcal/mol

The geometry in XYZ format:
```
35
C10H14Cl3FeN2OTe4 | the Open Molecules 2025 dataset | ωB97M-V/def2-TZVPD
Fe -1.105 2.256 -0.679
Cl 5.412 1.605 3.644
C 3.869 1.583 2.826
C 3.807 1.250 1.489
C 2.577 1.234 0.857
Cl 2.551 0.788 -0.835
C 1.354 1.542 1.488
O 0.211 1.521 0.918
C 1.509 1.879 2.863
Cl 0.063 2.283 3.744
C 2.713 1.901 3.528
H 4.697 1.002 0.930
H 2.748 2.165 4.575
Te -3.858 2.234 -1.044
Te -2.857 3.481 1.122
Te -0.501 4.928 0.026
Te 0.084 3.868 -2.429
C -1.416 -2.349 0.131
C -1.448 -2.130 -1.387
C -2.658 -2.849 -1.975
C -0.162 -2.658 -2.019
N -1.612 -0.717 -1.762
N -0.650 0.165 -1.201
H -1.417 -3.417 0.356
H -2.289 -1.898 0.608
H -0.524 -1.927 0.596
H -2.583 -3.925 -1.813
H -2.729 -2.660 -3.046
H -3.582 -2.503 -1.507
H -0.051 -3.726 -1.823
H 0.715 -2.156 -1.606
H -0.175 -2.499 -3.097
H -2.518 -0.381 -1.439
H 0.177 0.189 -1.782
H -0.352 -0.079 -0.257
```

These are the natural (NBO) partial charges, in e, on atoms 1 to 2: number 1, Fe, carries 0.9426; number 2, Cl, carries -0.0430

=====

# 2
Computed, not measured: an isolated ion of composition C5H12NO and charge -1, with ωB97M-V/def2-TZVPD.

Calculated values
SMILES string	CCN(C)CC[O-]
gap between HOMO and LUMO	6.3	eV
total charge	-1
energy above the lowest of the compared OMol25 structures with the same formula, charge and spin	45.5	kcal/mol

The geometry in XYZ format:
```
19
C5H12NO | the Open Molecules 2025 dataset | ωB97M-V/def2-TZVPD
C 1.765 1.454 0.561
C 1.469 -0.074 0.342
N 0.090 -0.423 0.416
C -0.164 -1.775 0.074
C -0.872 0.571 -0.234
C -2.354 0.071 -0.574
O -2.879 -0.984 0.045
H 1.438 1.671 1.582
H 1.208 2.025 -0.176
H 2.829 1.709 0.497
H 1.930 -0.154 -0.680
H 2.143 -0.707 0.945
H 0.211 -2.497 0.843
H 0.484 -2.091 -0.791
H -1.226 -2.027 -0.036
H -0.771 1.540 0.257
H -0.251 0.807 -1.143
H -2.209 -0.141 -1.675
H -2.840 1.026 -0.252
```

These are the natural (NBO) partial charges, in e, on atoms 1 to 2: number 1, C, carries -0.6180; number 2, C, carries -0.1883

=====

# 3
Computed, not measured: C13H11N2O7PtS as an isolated structure, with ωB97M-V/def2-TZVPD.

Calculated values
gap between HOMO and LUMO	3.2	eV
total charge	+1

The geometry in XYZ format:
```
35
C13H11N2O7PtS | the Open Molecules 2025 dataset | ωB97M-V/def2-TZVPD
Pt 2.247 -0.884 0.737
O 2.064 2.879 -0.800
C 2.005 1.749 -0.173
O 2.517 0.703 -0.587
C 1.249 1.757 1.123
C 0.643 2.812 1.784
C 0.033 2.541 3.006
C 0.031 1.248 3.532
C 0.642 0.245 2.801
N 1.228 0.535 1.640
C 0.827 -1.218 3.108
O 0.242 -1.806 4.103
O 1.569 -1.898 2.384
H 2.545 2.796 -1.646
H 0.660 3.806 1.360
H -0.440 3.341 3.558
H -0.431 1.055 4.491
H -0.389 -1.252 4.587
N 3.254 -2.318 -0.284
C 2.730 -2.276 -1.658
C 1.357 -2.211 -1.845
C 0.879 -2.052 -3.137
C 1.753 -1.965 -4.208
C 3.127 -2.079 -4.005
C 3.620 -2.238 -2.721
S 1.098 -1.606 -5.855
O 1.123 -0.154 -5.869
O -0.221 -2.201 -5.804
O 2.055 -2.255 -6.724
H 3.203 -3.242 0.146
H 4.247 -2.092 -0.325
H 0.643 -2.272 -1.030
H -0.184 -1.986 -3.334
H 3.787 -2.024 -4.860
H 4.688 -2.302 -2.541
```

These are the natural (NBO) partial charges, in e, on atoms 1 to 2: number 1, Pt, carries 0.9832; number 2, O, carries -0.5842

=====

# 4
Computed, not measured: one molecule with the formula HN3O, with ωB97M-V/def2-TZVPD.

Calculated values
gap between HOMO and LUMO (spin up / spin down)	9.6 / 8.5	eV
energy above the lowest of the compared OMol25 structures with the same formula, charge and spin	81.0	kcal/mol

The geometry in XYZ format:
```
5
HN3O | the Open Molecules 2025 dataset | ωB97M-V/def2-TZVPD
N 1.585 -0.823 0.077
N 2.624 -0.325 -0.038
N 0.569 0.178 -0.153
O 1.144 1.308 0.073
H -0.310 0.021 0.272
```

These are the natural (NBO) partial charges, in e, on atoms 1 to 2: number 1, N, carries -0.0767; number 2, N, carries 0.0705

=====

# 5
Computed, not measured: C4H3ClF2O as an isolated structure, with ωB97M-V/def2-TZVPD.

Calculated values
spin multiplicity	3
gap between HOMO and LUMO (spin up / spin down)	7.5 / 6.1	eV
energy above the lowest of the compared OMol25 structures with the same formula, charge and spin	8.3	kcal/mol

The geometry in XYZ format:
```
11
C4H3ClF2O | the Open Molecules 2025 dataset | ωB97M-V/def2-TZVPD
C -0.052 1.501 -0.293
C 0.305 0.268 0.006
C 1.484 -0.546 0.305
C -1.246 -0.941 0.046
O 1.545 -1.661 0.712
F -2.309 -0.345 0.640
F -1.646 -1.217 -1.208
Cl 2.913 0.399 -0.246
H -0.947 2.035 -0.457
H 0.715 2.236 -0.195
H -0.762 -1.729 0.691
```

These are the natural (NBO) partial charges, in e, on atoms 1 to 2: number 1, C, carries -0.5100; number 2, C, carries 0.0106

=====

# 6
Computed, not measured: C31H30I2N6O4SZn as an isolated structure, with ωB97M-V/def2-TZVPD.

Calculated values
gap between HOMO and LUMO	6.7	eV

The geometry in XYZ format:
```
75
C31H30I2N6O4SZn | the Open Molecules 2025 dataset | ωB97M-V/def2-TZVPD
Zn 1.166 -0.276 -1.916
C -0.145 -3.410 1.434
C 1.019 -4.143 1.233
C 1.650 -4.061 0.007
C 1.137 -3.210 -0.976
N 0.048 -2.460 -0.759
C -0.585 -2.596 0.408
C 1.801 -3.082 -2.298
C 2.174 -4.254 -2.959
C 2.745 -4.193 -4.219
C 2.962 -2.953 -4.804
C 2.594 -1.793 -4.135
C 2.000 -1.815 -2.870
H -0.692 -3.463 2.367
H 1.427 -4.759 2.025
H 2.545 -4.633 -0.203
H -1.499 -2.020 0.531
H 1.985 -5.219 -2.498
H 3.010 -5.102 -4.746
H 3.420 -2.892 -5.787
H 2.796 -0.842 -4.619
I 0.464 0.728 -7.859
C -0.447 -0.144 -6.194
C -1.447 -1.088 -6.341
C -2.011 -1.620 -5.192
C -1.547 -1.189 -3.960
N -0.572 -0.291 -3.822
C -0.030 0.223 -4.924
H -1.780 -1.403 -7.321
H -2.795 -2.363 -5.255
H -1.968 -1.581 -3.040
H 0.759 0.952 -4.790
N 0.818 1.643 -1.592
C -0.321 2.038 -0.789
C -0.167 3.375 -0.083
C 0.997 3.671 0.623
C 1.144 4.897 1.256
C 0.129 5.844 1.188
C -1.037 5.554 0.494
C -1.180 4.325 -0.139
H 1.807 2.948 0.642
H 2.058 5.119 1.794
H 0.257 6.810 1.660
H -1.834 6.285 0.444
H -2.086 4.098 -0.691
I 1.374 3.069 -2.932
C -4.692 0.563 5.522
C -3.526 -0.054 4.756
S -2.330 1.231 4.408
O -2.801 1.961 3.253
O -2.031 1.939 5.624
C -0.857 0.333 3.902
C 0.104 1.314 3.218
N 0.982 0.635 2.267
C 0.736 0.520 0.948
N 1.753 -0.059 0.318
C 2.693 -0.335 1.245
C 2.243 0.091 2.464
N 2.858 -0.118 3.729
O 4.021 -0.462 3.722
O 2.187 0.046 4.737
C -0.529 0.920 0.269
H -5.463 -0.185 5.693
H -5.126 1.386 4.954
H -4.352 0.951 6.480
H -3.826 -0.440 3.782
H -3.011 -0.828 5.329
H -1.189 -0.441 3.205
H -0.409 -0.111 4.788
H 0.705 1.827 3.958
H -0.459 2.060 2.663
H 3.630 -0.811 1.006
H -1.284 1.237 0.987
H -0.905 0.036 -0.260
H -1.265 2.071 -1.358
```

These are the Löwdin partial charges, in e, on atoms 1 to 2: number 1, Zn, carries 0.7109; number 2, C, carries -0.0691

=====

| no. | total energy (eV) |
| --- | --- |
| 1 | -116756.279 |
| 2 | -8915.091 |
| 3 | -45045.474 |
| 4 | -6528.503 |
| 5 | -24195.061 |
| 6 | -125216.000 |